Entry 1:
Formula: C5H8O
Source: OMol25
Level of theory: wB97M-V/def2-TZVPD

Values from the calculation:
**Maximum force**: 0.58 eV Å⁻¹
**Structure (SMILES)**: C=C/C=C\CO
**Frontier orbital gap**: 9.807 eV

```
14
Properties=species:S:1:pos:R:3:forces:R:3
O 2.234423 -1.388334 0.917758 -0.42 -0.27 0.12
C 1.112472 -0.559519 0.673137 -0.52 0.26 0.00
C 0.253367 -1.026444 -0.475698 -0.15 0.07 -0.20
C -0.808961 -0.403140 -0.999768 0.05 0.11 0.06
C -1.365504 0.904635 -0.633245 -0.19 0.32 0.19
C -0.859117 1.864001 0.144654 0.31 0.15 -0.26
H 1.881032 -2.218498 1.260501 0.29 0.01 -0.04
H 1.515364 0.439632 0.484597 -0.01 -0.19 -0.01
H 0.442394 -0.486284 1.560804 0.46 0.09 -0.23
H 0.501707 -1.992078 -0.905752 0.18 -0.01 0.11
H -1.351615 -0.900338 -1.806002 0.21 0.02 0.21
H -2.329358 1.136757 -1.069177 -0.11 -0.16 -0.14
H 0.123974 1.802048 0.579491 0.03 -0.06 0.20
H -1.350176 2.827563 0.268701 -0.13 -0.34 -0.01
```
Forces are in eV/Å.

***

Entry 2:
Formula: C15H23N3O6S
Source: OMol25
Level of theory: wB97M-V/def2-TZVPD

Values from the calculation:
**Maximum force**: 1.90 eV Å⁻¹
**Structure (SMILES)**: CC(=O)[C@@H](O)[C@H](O)c1cccs1.CNC(=O)[C@H](CC(N)=O)NC(C)=O
**Frontier orbital gap**: 9.428 eV

```
48
Properties=species:S:1:pos:R:3:forces:R:3
O -1.099001 -0.412616 -5.395693 -0.14 0.25 0.36
O 3.329191 -4.338135 3.828632 -0.41 1.47 -0.06
O -4.094595 1.754609 -1.404078 -0.69 -0.38 -0.57
O -0.114668 2.322344 -2.521979 0.26 -0.54 0.28
O 1.103784 -2.872306 4.451768 0.62 0.36 -0.67
O 2.566241 -0.624459 5.080555 0.28 0.01 0.01
S -0.514345 -0.658341 2.738932 0.35 1.36 0.47
C -0.522513 -0.893164 -4.428783 0.10 -0.23 -1.79
C 3.389690 -3.129349 3.621214 0.62 -1.68 0.10
C -2.984347 1.590714 -0.935756 -0.84 -0.80 -1.30
C -1.106634 1.939465 -3.131362 0.60 0.27 0.72
C -1.257122 0.932926 2.785140 0.69 0.05 0.18
C -0.401424 1.888757 3.269712 0.67 -1.01 0.08
C 0.898945 1.336967 3.626854 -0.99 -0.36 -0.44
C 0.991400 -0.018982 3.402418 -0.70 0.75 -0.39
N -2.503820 2.462596 -0.081530 1.23 0.66 1.29
N -1.697440 2.773130 -3.992382 -0.89 -0.02 -0.77
N -0.783405 -0.533991 -3.172409 -0.46 0.64 1.25
C 0.541280 -1.947067 -4.627802 -0.09 0.07 0.07
C 4.766039 -2.499311 3.430669 -0.40 0.05 -0.01
C -2.911645 2.529753 -4.769941 0.03 -0.35 0.13
C 2.062789 -2.347341 3.499610 -0.03 -0.25 0.41
C 2.237307 -0.827413 3.709683 -1.19 -0.74 0.82
C -2.108371 0.423429 -1.351373 0.41 0.34 0.05
C -1.712152 0.546115 -2.830983 -0.33 -0.13 -0.41
H 1.157721 -3.849664 4.463984 0.33 0.66 -0.17
H 1.852696 -1.037397 5.604616 0.36 0.16 -0.36
H -2.281334 1.124146 2.478008 0.23 -0.38 0.00
H -0.665835 2.935489 3.392487 0.02 -0.23 -0.03
H 1.709713 1.928807 4.044197 -0.14 -0.19 -0.08
H -1.547735 2.397594 0.222367 -0.01 0.30 0.15
H -3.093363 3.248661 0.124721 0.17 0.19 0.12
H -1.233855 3.660404 -4.110292 0.09 -0.11 0.16
H -0.245759 -0.951789 -2.432638 0.06 0.14 0.06
H 0.659381 -2.129010 -5.695389 -0.05 0.06 0.16
H 0.236353 -2.867887 -4.135021 0.15 -0.13 0.08
H 1.482630 -1.591643 -4.212528 0.11 -0.14 0.07
H 5.538119 -3.274166 3.438191 -0.36 0.03 0.01
H 4.972967 -1.795073 4.241268 -0.14 0.08 -0.14
H 4.813574 -1.970996 2.475456 0.00 0.13 0.08
H -3.117747 3.385246 -5.414234 0.14 -0.05 0.15
H -2.785766 1.643354 -5.396353 -0.03 0.08 0.00
H -3.760565 2.382003 -4.098711 -0.04 0.05 -0.10
H 1.690443 -2.514078 2.484338 0.06 -0.10 -0.19
H 3.041959 -0.449403 3.070659 0.09 -0.16 0.36
H -2.667065 -0.497981 -1.192419 -0.02 0.00 -0.08
H -1.213398 0.405995 -0.730299 0.17 -0.08 0.01
H -2.618318 0.419056 -3.423523 0.09 -0.09 -0.06
```
Forces are in eV/Å.

***

Entry 3:
Formula: C20H20Cl2OPtSSe3Te
Source: OMol25
Level of theory: wB97M-V/def2-TZVPD

Values from the calculation:
**Total charge**: -2
**Maximum force**: 0.28 eV Å⁻¹
**Frontier orbital gap (spin up / spin down)**: 4.610 / 4.703 eV

```
49
Properties=species:S:1:pos:R:3:forces:R:3
Pt -0.337945 -1.110248 3.723576 -0.01 0.07 0.15
Se 0.245526 -1.733390 6.062657 0.02 0.11 -0.10
Se -0.463233 -3.977412 5.736003 -0.03 -0.20 0.10
Te -0.136220 -3.537644 3.254044 -0.05 -0.12 -0.01
Se 2.174092 -4.132477 2.810541 0.12 0.00 -0.02
Cl 2.365207 1.096718 3.948179 0.07 0.08 0.01
C 3.348117 -0.351430 3.700327 -0.10 -0.05 0.02
Cl 4.818517 -0.331318 4.711967 0.02 0.00 0.01
H 3.662793 -0.372182 2.664906 0.00 0.00 -0.07
H 2.755882 -1.218252 3.979399 0.00 -0.01 -0.01
C -0.926219 -0.231682 2.116344 0.04 0.14 -0.08
C -1.279762 0.336552 1.069505 -0.20 0.06 -0.17
C -1.736233 1.055943 -0.029998 0.14 -0.15 0.20
C -0.759169 1.843078 -0.771631 0.10 0.02 -0.12
C -0.888586 2.170965 -2.136745 -0.04 -0.03 0.03
C 0.113919 2.833742 -2.826466 0.02 0.01 -0.04
C 1.295760 3.204328 -2.195564 -0.01 -0.02 0.03
C 1.448724 2.886538 -0.848348 0.03 0.03 -0.02
C 0.449987 2.229476 -0.155693 -0.03 -0.03 0.06
C -3.153583 1.015627 -0.341549 -0.17 0.04 -0.07
C -3.971939 -0.019117 0.166620 0.08 0.00 0.02
C -5.329201 -0.070075 -0.081715 -0.05 0.01 -0.02
C -5.959832 0.906888 -0.849952 0.04 -0.02 0.02
C -5.182747 1.948566 -1.341349 -0.04 0.01 -0.02
C -3.821075 2.007545 -1.094065 0.08 -0.04 0.02
H -1.770510 1.850955 -2.676454 -0.01 0.01 0.00
H -0.022297 3.044928 -3.882750 -0.01 0.00 0.00
H 2.083385 3.709742 -2.741012 0.00 0.01 0.00
H 2.369432 3.134028 -0.332953 0.00 -0.01 0.00
H 0.600255 1.963937 0.884308 0.00 0.01 0.00
H -3.502360 -0.781643 0.775947 -0.01 0.00 0.00
H -5.909408 -0.888913 0.330774 0.01 0.00 0.00
H -7.024502 0.862650 -1.045806 0.00 0.00 0.00
H -5.648310 2.742392 -1.917548 0.01 0.00 0.00
H -3.261870 2.858799 -1.457716 0.00 0.01 -0.01
O 3.579873 -0.172434 0.076255 0.05 0.03 0.01
S 2.360093 -1.044093 0.168536 0.03 -0.08 0.03
C 1.415524 -0.769157 -1.372917 -0.02 0.07 0.01
C 1.818831 -1.818766 -2.417237 -0.01 0.01 -0.01
C 3.114695 -2.468775 -1.931764 -0.02 -0.01 -0.01
C 2.899359 -2.665098 -0.441640 -0.02 0.02 0.02
H 1.685880 0.246186 -1.660467 -0.01 0.02 0.01
H 0.355279 -0.775730 -1.119696 -0.02 0.00 0.00
H 1.926339 -1.365839 -3.404617 0.00 0.00 0.00
H 1.040523 -2.582794 -2.490877 0.00 0.00 0.00
H 3.961299 -1.796257 -2.088552 0.00 0.00 0.00
H 3.322695 -3.410661 -2.445360 0.00 0.00 0.00
H 3.773782 -2.950142 0.139854 0.01 0.02 0.00
H 2.099233 -3.374040 -0.219321 0.00 -0.02 0.01
```
Forces are in eV/Å.

***

Going through the records in order, we get ΔE to the lowest compared entry with this formula, charge and spin values of 40.9 0.0 30.4 kcal per mole.